Entry 1:
A cluster of 14 separate species, C45H55I2N16O2 in total, computed with ωB97M-V/def2-TZVPD.

Properties
Kohn-Sham gap = 7.3 eV
ΔE to the lowest compared entry with this formula, charge and spin = 0.0 kJ/mol
Net charge = +1
Highest occupied orbital energy = -11.83 eV

Element x y z (Å)
C -2.643 3.079 -2.420
C -2.064 2.156 -1.929
N -1.495 1.166 -1.142
N -0.402 1.528 -0.491
C 0.123 0.613 0.277
C 1.375 0.940 1.061
C 1.192 1.417 2.341
C 2.311 1.707 3.129
C 3.535 1.457 2.505
C 3.560 1.002 1.193
N 2.518 0.723 0.403
C -0.391 -0.720 0.422
C 0.298 -1.716 1.284
C 1.144 -2.553 0.672
C -1.542 -1.039 -0.302
C -2.177 -2.414 -0.186
C -3.244 -2.349 0.956
C -2.600 -2.713 2.291
O -2.070 -3.773 2.456
O -2.580 -1.807 3.303
C -2.096 -0.028 -1.131
C -3.304 -0.304 -1.947
I -5.139 0.546 -1.283
C -3.256 -1.047 -3.051
C -4.459 -1.373 -3.910
I -1.396 -1.831 -3.740
H -3.362 3.825 -2.687
H 0.191 1.573 2.734
H 2.246 2.073 4.145
H 4.466 1.618 3.036
H 4.540 0.852 0.739
H 0.156 -1.724 2.364
H 1.588 -2.184 -0.257
H 1.356 -3.567 1.015
H -2.646 -2.728 -1.115
H -1.366 -3.089 0.095
H -3.564 -1.297 1.018
H -4.142 -2.926 0.730
H -3.182 -1.082 3.084
H -5.129 -2.082 -3.411
H -4.155 -1.816 -4.858
H -5.001 -0.436 -4.066
C 4.218 -4.445 3.228
C 4.004 -3.028 2.924
N 3.831 -1.920 2.685
H 5.272 -4.626 3.434
H 3.629 -4.729 4.098
H 3.909 -5.050 2.380
C 1.114 3.710 -3.277
C 0.551 4.697 -4.197
N 0.086 5.454 -4.921
H 0.949 4.027 -2.249
H 0.627 2.749 -3.434
H 2.184 3.597 -3.445
C 0.873 0.280 6.947
C 0.259 1.207 5.995
N -0.202 1.950 5.251
H 0.701 0.638 7.961
H 0.435 -0.710 6.839
H 1.946 0.212 6.772
C -2.702 4.566 5.646
C -2.943 5.640 6.612
N -3.131 6.480 7.368
H -2.190 4.963 4.771
H -2.083 3.792 6.096
H -3.650 4.129 5.336
C 1.690 -6.806 -1.319
C 1.967 -6.015 -0.121
N 2.181 -5.392 0.820
H 0.643 -6.702 -1.597
H 2.314 -6.461 -2.142
H 1.905 -7.855 -1.132
C -0.940 -9.048 0.651
C -0.812 -9.061 -0.807
N -0.710 -9.069 -1.949
H -0.387 -8.205 1.064
H -1.988 -8.956 0.929
H -0.541 -9.972 1.064
C -8.124 3.986 -2.748
C -8.646 3.113 -1.693
N -9.051 2.427 -0.868
H -8.368 3.572 -3.725
H -8.567 4.976 -2.661
H -7.043 4.070 -2.657
C 2.215 -10.990 -4.515
C 2.505 -10.205 -3.316
N 2.727 -9.587 -2.376
H 1.166 -10.878 -4.782
H 2.834 -10.644 -5.340
H 2.426 -12.041 -4.327
C 4.838 -4.158 7.142
C 4.178 -2.854 7.034
N 3.671 -1.827 6.964
H 4.218 -4.840 7.720
H 4.994 -4.571 6.148
H 5.799 -4.042 7.642
C -1.902 7.573 -6.974
C -3.236 7.671 -7.570
N -4.282 7.746 -8.037
H -1.700 8.456 -6.371
H -1.844 6.689 -6.341
H -1.148 7.501 -7.756
C 1.349 8.836 -4.825
C 0.756 9.806 -5.750
N 0.294 10.573 -6.467
H 1.196 9.165 -3.799
H 0.887 7.857 -4.957
H 2.417 8.754 -5.018
C -0.603 9.144 -10.644
C 0.073 8.442 -9.555
N 0.603 7.891 -8.699
H -0.011 9.069 -11.554
H -1.583 8.700 -10.817
H -0.728 10.193 -10.383
C 5.968 -1.045 10.235
C 6.848 -2.059 9.653
N 7.544 -2.851 9.199
H 6.127 -0.090 9.738
H 4.929 -1.342 10.111
H 6.185 -0.935 11.296

Atomic partial charges in e from the Löwdin method, atoms 1 to 6: 0.1882, -0.1073, -0.0281, 0.2397, -0.1063, -0.2745



Entry 2:
A cluster of 12 separate species, C45H55N11O3 in total, computed with ωB97M-V/def2-TZVPD.

Properties
Kohn-Sham gap = 8.2 eV
Net charge = -2
Highest occupied orbital energy = -3.58 eV

Element x y z (Å)
C 0.031 0.064 0.092
O 1.153 0.409 0.633
O -0.031 -0.992 -0.656
O -1.023 0.778 0.265
N 2.219 -2.526 0.344
C 2.061 -3.433 1.361
C 3.051 -4.366 1.254
C 3.864 -4.004 0.143
C 3.336 -2.859 -0.375
H 1.566 -1.773 0.110
H 1.256 -3.341 2.071
H 3.256 -5.218 1.883
H 4.688 -4.552 -0.285
H 3.567 -2.277 -1.254
N 3.704 0.936 -0.467
C 4.940 1.274 -0.023
C 5.722 1.583 -1.125
C 4.854 1.537 -2.248
C 3.634 1.096 -1.822
H 2.914 0.774 0.162
H 5.116 1.367 1.037
H 6.767 1.819 -1.246
H 5.092 1.797 -3.268
H 2.685 0.968 -2.319
N -3.006 2.666 1.030
C -3.605 3.198 -0.082
C -4.644 3.982 0.337
C -4.595 4.020 1.763
C -3.573 3.177 2.157
H -2.284 1.952 0.993
H -3.328 2.848 -1.063
H -5.356 4.501 -0.284
H -5.343 4.490 2.382
H -3.204 2.937 3.141
N -0.356 1.734 -2.824
C -0.438 1.329 -4.132
C -0.862 2.413 -4.870
C -0.963 3.509 -4.007
C -0.636 3.059 -2.729
H -0.060 1.097 -2.102
H -0.185 0.307 -4.364
H -1.090 2.398 -5.923
H -1.328 4.491 -4.261
H -0.550 3.485 -1.741
N -1.276 -3.698 -1.010
C -0.454 -4.788 -0.888
C -1.232 -5.913 -1.097
C -2.511 -5.471 -1.417
C -2.536 -4.087 -1.358
H -0.870 -2.772 -0.943
H 0.596 -4.642 -0.692
H -0.966 -6.957 -1.027
H -3.377 -6.092 -1.598
H -3.346 -3.413 -1.579
N 3.086 -0.079 2.770
C 4.187 -0.905 2.677
C 4.782 -0.922 3.895
C 4.136 0.013 4.722
C 3.043 0.478 4.027
H 2.380 0.001 2.043
H 4.373 -1.481 1.785
H 5.737 -1.386 4.103
H 4.459 0.316 5.706
H 2.241 1.152 4.281
N 0.837 -1.915 -3.234
C 1.962 -1.611 -3.927
C 1.898 -2.245 -5.137
C 0.691 -2.961 -5.185
C 0.021 -2.724 -4.002
H 0.603 -1.652 -2.271
H 2.709 -0.939 -3.535
H 2.634 -2.253 -5.928
H 0.388 -3.585 -6.011
H -0.979 -2.945 -3.674
N -0.286 1.507 3.154
C -0.200 2.708 3.821
C -0.344 2.486 5.163
C -0.455 1.080 5.328
C -0.463 0.512 4.087
H -0.295 1.313 2.150
H -0.072 3.614 3.252
H -0.392 3.191 5.977
H -0.642 0.656 6.304
H -0.549 -0.523 3.810
N -3.398 -0.168 -1.392
C -3.358 -0.743 -2.642
C -4.658 -1.033 -3.013
C -5.491 -0.632 -1.958
C -4.688 -0.067 -0.995
H -2.539 0.071 -0.909
H -2.402 -0.890 -3.115
H -4.919 -1.559 -3.918
H -6.555 -0.806 -1.932
H -4.925 0.384 -0.044
N 1.306 3.328 0.158
C 2.384 4.072 -0.254
C 2.064 5.401 -0.070
C 0.739 5.446 0.456
C 0.313 4.148 0.592
H 1.303 2.311 0.281
H 3.262 3.598 -0.654
H 2.602 6.294 -0.345
H 0.133 6.332 0.563
H -0.652 3.829 0.951
N -2.123 -1.343 1.982
C -2.137 -2.711 2.181
C -3.232 -2.973 2.969
C -3.845 -1.749 3.332
C -3.106 -0.766 2.716
H -1.567 -0.861 1.282
H -1.478 -3.361 1.631
H -3.604 -3.937 3.286
H -4.707 -1.637 3.966
H -3.260 0.300 2.665

Atomic partial charges in e from the Löwdin method, atoms 1 to 6: -0.8562, -0.1471, -0.1350, -0.1319, 0.0377, -0.1545



Entry 3:
A structure of composition C45H56BCl2N8O4SScSi, computed with ωB97M-V/def2-TZVPD.

Properties
Kohn-Sham gap = 6.8 eV
Net charge = -2
Highest occupied orbital energy = -2.73 eV

Element x y z (Å)
Sc -0.437 0.830 0.012
C 4.736 0.437 2.351
C 3.821 0.613 1.191
C 4.039 1.467 0.137
C 2.905 1.362 -0.673
N 2.029 0.514 -0.115
N 2.621 0.024 1.010
B 2.237 -1.234 1.823
N 2.062 -2.460 0.885
N 1.648 -2.378 -0.390
C 1.855 -3.560 -0.952
C 2.405 -4.444 -0.015
C 2.541 -3.705 1.136
C 3.167 -4.224 2.383
C 1.632 -3.941 -2.388
C 2.969 -4.421 -2.983
C 0.617 -5.093 -2.430
C 1.139 -2.754 -3.206
N 1.081 -1.002 2.834
N -0.130 -0.448 2.589
C -0.772 -0.372 3.764
C 0.040 -0.886 4.774
C 1.210 -1.258 4.153
C 2.390 -1.817 4.869
C -2.160 0.175 3.990
C -3.153 -0.650 3.168
C -2.569 0.074 5.469
C -2.182 1.664 3.631
C 2.781 2.124 -1.967
C 1.711 1.546 -2.887
C 4.122 2.066 -2.721
C 2.458 3.581 -1.614
H 5.522 1.188 2.285
H 5.200 -0.549 2.351
H 4.176 0.586 3.274
H 4.899 2.096 0.001
H 3.186 -1.487 2.483
H 2.684 -5.471 -0.161
H 3.705 -5.140 2.142
H 2.413 -4.458 3.132
H 3.870 -3.510 2.802
H 3.384 -5.251 -2.413
H 3.687 -3.604 -2.972
H 2.822 -4.742 -4.017
H 0.976 -5.952 -1.861
H 0.441 -5.415 -3.456
H -0.326 -4.765 -1.996
H 1.730 -1.876 -2.961
H 0.106 -2.528 -2.976
H 1.224 -2.952 -4.276
H -0.170 -0.975 5.820
H 2.184 -1.810 5.938
H 3.275 -1.217 4.681
H 2.591 -2.841 4.568
H -3.196 -1.666 3.557
H -2.837 -0.684 2.130
H -4.148 -0.217 3.216
H -2.591 -0.958 5.815
H -3.568 0.497 5.584
H -1.888 0.637 6.104
H -1.829 1.819 2.611
H -1.518 2.218 4.296
H -3.187 2.075 3.719
H 1.913 0.496 -3.101
H 1.693 2.094 -3.830
H 0.725 1.626 -2.436
H 4.390 1.032 -2.933
H 4.927 2.516 -2.145
H 4.031 2.610 -3.661
H 1.565 3.618 -0.994
H 2.291 4.163 -2.518
H 3.272 4.040 -1.054
O -1.660 -1.042 -3.531
C -1.411 -0.839 -2.350
O -0.822 0.151 -1.832
C -1.803 -1.913 -1.332
C -2.566 -3.010 -1.713
C -2.852 -3.971 -0.764
C -2.326 -3.817 0.511
C -1.571 -2.692 0.793
N -1.337 -1.738 -0.097
H -2.909 -3.069 -2.735
H -3.470 -4.826 -1.003
H -2.509 -4.557 1.278
H -1.143 -2.540 1.776
S 0.569 2.771 1.805
C 1.541 2.195 2.986
N 2.246 1.846 3.839
C -4.576 5.651 -1.164
C -3.665 5.451 -0.139
C -3.302 4.166 0.225
C -3.855 3.046 -0.395
C -4.772 3.275 -1.416
C -5.124 4.554 -1.805
Si -3.264 1.292 0.182
C -4.348 0.087 -0.874
C -5.181 -0.864 -0.286
C -5.899 -1.769 -1.045
C -5.783 -1.765 -2.427
C -4.946 -0.842 -3.032
C -4.242 0.069 -2.264
H -4.847 6.658 -1.465
H -3.207 6.304 0.346
H -2.545 4.026 0.988
H -5.201 2.432 -1.935
H -5.812 4.706 -2.628
H -4.250 1.342 1.380
H -5.266 -0.897 0.794
H -6.544 -2.497 -0.562
H -6.340 -2.482 -3.024
H -4.811 -0.859 -4.105
H -3.582 0.770 -2.754
Cl -0.174 5.250 -3.560
C -1.075 4.988 -2.069
Cl -0.305 5.857 -0.752
C -1.219 3.427 -1.852
O -1.965 2.901 -2.655
O -0.588 2.919 -0.900
H -2.069 5.418 -2.218

Atomic partial charges in e from the Löwdin method, atoms 1 to 6: 0.8969, -0.0414, -0.2807, 0.0171, -0.2453, 0.0647



Entry 4:
A structure of composition C45H56BN7O6S4V, computed with ωB97M-V/def2-TZVPD.

Properties
Kohn-Sham gap (spin up / spin down) = 5.1 / 5.3 eV
Spin multiplicity = 4
ΔE to the lowest compared entry with this formula, charge and spin = 61.2 kJ/mol
Net charge = -2
Expectation value of S² = 3.764
Highest occupied orbital energy (spin up / spin down) = -1.22 / -1.48 eV

Element x y z (Å)
V 0.874 1.874 0.305
C 0.832 1.851 3.431
C -0.180 1.487 2.499
C -1.141 2.536 2.482
C -0.701 3.535 3.353
C 0.512 3.107 3.946
H 1.702 1.253 3.669
H -0.325 0.480 2.127
H -2.018 2.580 1.848
H -1.178 4.497 3.498
H 1.118 3.680 4.639
C -5.330 1.654 -4.609
C -4.059 1.036 -4.088
C -3.286 1.694 -3.141
C -2.132 1.105 -2.637
C -1.735 -0.141 -3.089
C -2.497 -0.811 -4.038
C -3.650 -0.223 -4.528
S -0.268 -0.921 -2.440
O 0.393 -1.516 -3.588
O -0.696 -1.863 -1.426
N 0.539 0.240 -1.740
C 1.233 1.166 -2.465
C 1.488 1.207 -3.854
C 2.230 2.253 -4.355
C 2.696 3.267 -3.521
C 2.363 3.186 -2.184
N 1.661 2.175 -1.678
H -5.393 2.705 -4.326
H -6.207 1.146 -4.200
H -5.388 1.588 -5.697
H -3.580 2.665 -2.759
H -1.567 1.610 -1.864
H -2.178 -1.783 -4.394
H -4.246 -0.748 -5.269
H 1.136 0.407 -4.485
H 2.442 2.284 -5.420
H 3.261 4.109 -3.896
H 2.657 3.951 -1.475
C -5.131 -3.281 2.692
C -5.405 -1.914 3.310
C -4.408 -1.532 4.401
C -2.965 -1.451 3.905
N -2.820 -0.492 2.830
C -2.752 -0.784 1.507
S -3.480 0.202 0.363
N -2.041 -1.879 1.137
C -0.826 -2.318 1.828
C -0.812 -3.795 2.235
C -0.278 -4.744 1.164
C -1.202 -4.894 -0.039
H -5.937 -3.577 2.018
H -5.036 -4.053 3.462
H -4.210 -3.274 2.104
H -6.413 -1.895 3.735
H -5.383 -1.154 2.524
H -4.450 -2.258 5.222
H -4.688 -0.564 4.829
H -2.641 -2.425 3.549
H -2.301 -1.180 4.731
H -3.173 0.439 3.002
H -1.965 -1.926 0.127
H -0.667 -1.675 2.690
H 0.011 -2.119 1.155
H -1.828 -4.105 2.508
H -0.202 -3.898 3.139
H -0.103 -5.726 1.617
H 0.700 -4.380 0.829
H -2.199 -5.216 0.277
H -0.813 -5.637 -0.740
H -1.301 -3.956 -0.586
C 3.234 -5.538 3.427
C 4.274 -5.278 2.337
C 4.076 -6.330 1.236
C 5.667 -5.452 2.957
C 4.140 -3.877 1.733
C 5.028 -3.469 0.736
C 4.936 -2.223 0.111
C 3.919 -1.383 0.509
O 3.573 -0.154 0.057
B 2.373 0.262 0.755
O 2.126 -0.795 1.707
C 3.037 -1.772 1.510
C 3.127 -2.998 2.134
H 3.365 -6.549 3.823
H 2.217 -5.460 3.037
H 3.337 -4.835 4.256
H 4.170 -7.340 1.649
H 4.815 -6.215 0.442
H 3.086 -6.229 0.787
H 5.765 -6.446 3.405
H 5.837 -4.704 3.734
H 6.453 -5.339 2.208
H 5.812 -4.145 0.412
H 5.623 -1.935 -0.674
H 2.406 -3.251 2.899
N 1.069 5.962 -6.359
C 0.505 5.764 -5.081
C -0.042 4.527 -4.741
C -0.601 4.331 -3.494
C -0.651 5.370 -2.574
C -0.127 6.607 -2.911
C 0.453 6.803 -4.158
S -1.390 5.093 -0.975
O -1.488 6.406 -0.365
O -2.600 4.358 -1.239
N -0.371 4.153 -0.212
C 0.671 4.666 0.471
S 1.128 6.323 0.777
C 2.591 5.764 1.528
C 2.628 4.413 1.527
N 1.564 3.805 0.925
H 1.422 5.105 -6.761
H 1.792 6.667 -6.361
H -0.002 3.703 -5.445
H -0.997 3.357 -3.235
H -0.174 7.411 -2.188
H 0.869 7.772 -4.415
H 3.298 6.442 1.975
H 3.394 3.792 1.966

Atomic partial charges in e from the Löwdin method, atoms 1 to 6: 0.7420, -0.1889, -0.2879, -0.2026, -0.1847, -0.1951



Results for max |F|: 1.8, 1.7, 2.1, 0.5 (in eV Å⁻¹, following the order of the records).
Results for E: -3369.1925, -2575.9378, -4881.4180, -5144.9015 (in hartree, following the order of the records).